Record 1
110
Properties=species:S:1:pos:R:3:mulliken_charge:R:1 method="wB97M-V/def2-TZVPD" e_above_lowest_kcal_mol=68.3 e_lumo_ev=-4.65 total_charge=+1 homo_lumo_gap_ev=3.255
Zr -1.37785 1.06759 -2.48777 1.295
C 2.84992 -0.82908 -3.36256 -1.381
C 3.66703 0.27261 -2.62997 0.190
C 3.23986 1.67673 -3.02911 -0.242
O 4.32513 2.54989 -2.81977 -0.418
C 4.19397 3.75350 -3.59524 -0.798
N 3.54848 -0.02134 -1.11546 0.041
H 2.60040 -0.25972 -0.71618 -0.140
H 4.10697 -0.83223 -0.84397 0.442
H 3.96744 0.72711 -0.55584 0.467
H 3.01248 -1.78726 -2.86203 0.425
H 3.23265 -0.77797 -4.37937 0.509
H 1.77209 -0.66891 -3.33328 0.066
H 4.75329 0.16722 -2.63475 0.625
H 2.34843 1.94795 -2.44957 -0.180
H 2.87812 1.63833 -4.06060 0.443
H 4.93441 4.39551 -3.11050 0.317
H 3.25652 4.30689 -3.57431 0.313
H 4.58471 3.58610 -4.59850 0.316
C 4.25974 -4.61275 1.70969 -1.397
C 3.27834 -3.98828 0.75185 0.449
C 2.45118 -5.00266 0.03806 -0.582
O 1.68727 -5.70631 0.98846 -0.275
C 0.92073 -6.79245 0.49323 -1.002
N 2.43064 -2.98403 1.52069 0.146
H 1.80784 -3.41505 2.20633 0.457
H 3.06028 -2.32215 1.97470 0.465
H 1.96103 -2.35005 0.84633 -0.124
H 3.66085 -5.00323 2.54188 0.397
H 4.92671 -3.91158 2.21666 0.385
H 4.79400 -5.47998 1.33488 0.410
H 3.75882 -3.36275 -0.00622 0.124
H 3.05386 -5.77353 -0.45643 0.565
H 1.81484 -4.55955 -0.73911 0.238
H 1.53246 -7.69046 0.63710 0.356
H 0.77581 -6.76808 -0.59129 0.457
H -0.05346 -6.90122 0.95641 0.212
C 0.01145 0.43998 3.67416 -2.014
C 0.22913 1.48394 2.56725 1.915
C 0.43097 2.84812 3.21709 -1.068
O 1.04222 3.78933 2.31942 -0.335
C 0.34431 5.03845 2.43468 -0.879
N 1.57838 1.14529 1.96829 0.290
H 1.57503 0.27506 1.39103 -0.362
H 1.99957 1.90176 1.42041 0.412
H 2.25631 0.90853 2.69763 0.519
H -0.19024 -0.56412 3.29844 0.577
H -0.97702 0.65519 4.09938 0.442
H 0.66099 0.54238 4.54177 0.470
H -0.50242 1.54715 1.75991 -0.773
H 1.17508 2.74804 4.01160 0.314
H -0.55463 3.13268 3.58061 0.538
H 0.89913 5.85391 1.97511 0.350
H 0.00561 5.33146 3.42847 0.466
H -0.56591 4.93773 1.83127 0.291
P 0.16222 -0.11137 -0.85262 0.701
O 0.63291 0.83893 -2.01801 0.179
O -0.87358 0.96821 -0.42177 0.069
O 1.14560 -0.88272 0.02660 -0.702
O -0.91849 -0.78554 -1.71859 -1.295
P -2.45030 1.01509 -4.76910 0.760
O -2.42741 2.25553 -3.81865 -0.421
O -0.98593 0.66211 -4.51565 -0.636
O -3.18103 0.89364 -6.05555 -0.882
O -3.00286 0.21690 -3.51005 -0.435
O -1.63362 -6.07722 -0.43526 -0.654
S -2.03696 -4.85090 0.17620 1.234
O -3.42772 -4.55607 0.44091 -0.551
O -1.19046 -4.69605 1.57253 -0.128
C -1.65675 -3.80940 2.58447 0.276
C -2.63002 -4.50336 3.54011 -1.502
C -1.21975 -3.43424 -0.68025 -0.505
H -2.07541 -2.91410 2.11632 -0.069
H -0.80454 -3.45773 3.17466 0.250
H -2.08904 -5.17604 4.20863 0.354
H -3.40880 -5.06337 3.03144 0.361
H -3.05182 -3.76888 4.23031 0.408
H -1.89732 -3.08007 -1.45628 0.573
H -0.29828 -3.74933 -1.16723 0.259
H -0.98578 -2.59121 -0.03911 -0.488
O -3.23247 1.68930 -1.19792 -0.421
S -4.26975 1.18453 -0.33796 0.909
O -5.30219 2.03559 0.17108 -0.660
O -4.94085 -0.05622 -1.12008 -0.286
C -6.11077 -0.67583 -0.58222 -0.383
C -5.93488 -2.13320 -0.11970 -1.042
C -3.48610 0.30277 1.05070 -0.556
H -6.89045 -0.70480 -1.34059 0.392
H -6.51248 -0.08194 0.23991 0.378
H -5.14184 -2.61250 -0.69029 0.197
H -6.87310 -2.66599 -0.26376 0.452
H -5.72321 -2.18541 0.94953 0.242
H -4.26984 -0.03811 1.72646 0.555
H -2.88259 1.03652 1.58034 0.262
H -2.93391 -0.52921 0.62405 -0.189
O -0.99822 3.92165 0.64268 -0.818
S -0.46464 4.10593 -0.69512 1.092
O -0.86802 3.28185 -1.80139 -0.975
O -0.58877 5.63798 -1.20141 -0.305
C -0.49255 6.70102 -0.24184 0.087
C -1.18898 7.89068 -0.92555 -1.400
C 1.34736 4.09126 -0.56457 -0.304
H 0.54139 6.81103 0.08959 0.313
H -1.08670 6.49000 0.65261 0.181
H -1.30857 8.64380 -0.14213 0.409
H -2.10972 7.66049 -1.44575 0.344
H -0.47621 8.37127 -1.59910 0.342
H 1.71782 4.27807 -1.56859 0.164
H 1.70438 3.11663 -0.22903 -0.366
H 1.64803 4.78635 0.21500 0.504



Record 2
110
Properties=species:S:1:pos:R:3:mulliken_charge:R:1 method="wB97M-V/def2-TZVPD" e_above_lowest_kcal_mol=0.3 e_lumo_ev=1.87 total_charge=-1 homo_lumo_gap_ev=6.108
C -0.98206 -0.31218 -1.41716 0.355
C -1.11670 -1.26940 -0.25036 2.332
C -0.85852 -0.42769 1.02746 -0.980
O -2.20889 -2.14058 -0.24278 -1.273
H -0.04324 0.23945 -1.46645 -0.226
H -1.79554 0.41325 -1.42757 0.305
H -1.05555 -0.94383 -2.30244 -0.818
H -0.23240 -1.90478 -0.29959 -1.170
H 0.20106 -0.17540 1.06917 -0.130
H -0.97084 -0.92790 1.98937 0.427
H -1.34469 0.54707 1.06723 0.088
C -4.09804 0.96021 3.35967 -0.215
O -5.39223 1.51289 3.15128 -0.589
H -3.38306 1.21863 2.57858 0.045
H -3.49324 1.30730 4.19744 0.158
H -4.22617 -0.11986 3.43129 0.281
H -5.94016 0.96058 2.58884 0.325
C -2.78613 -5.85437 -0.67958 -0.514
O -2.33236 -5.00231 0.35774 -0.538
H -3.51670 -6.53968 -0.24979 0.307
H -3.19462 -5.33683 -1.54756 0.170
H -1.97803 -6.49428 -1.03398 0.204
H -2.28132 -4.13225 -0.04478 0.420
C -2.33140 -3.29199 -3.75771 -0.210
O -3.36495 -3.05461 -2.83957 -0.552
H -1.93148 -4.30452 -3.70339 0.345
H -2.68664 -3.12282 -4.77421 0.350
H -1.46031 -2.63963 -3.69663 -0.237
H -2.90464 -2.99355 -1.99934 0.331
O 1.22638 5.97450 5.57739 -0.623
S 0.52328 6.31161 4.34544 1.229
O 1.19978 6.69485 3.09963 -0.639
O -0.41243 4.94734 3.96358 -0.316
C 0.28380 3.79183 3.57843 -0.564
C -0.69382 2.85063 2.92471 -0.109
C -0.77633 7.55423 4.61036 -0.891
H 0.72516 3.37531 4.48387 0.371
H 1.00324 4.08471 2.81374 0.389
H -1.44314 2.48058 3.62448 0.075
H -0.12558 2.04618 2.45774 -0.039
H -1.18302 3.41186 2.12859 0.165
H -1.72614 7.03797 4.74982 0.293
H -0.90386 8.26918 3.79753 0.332
H -0.54323 8.12113 5.51168 0.334
O 5.64311 1.23849 1.98441 -0.593
S 6.04003 2.07754 0.83222 1.189
O 7.18241 1.74510 -0.04914 -0.625
O 4.77688 2.17730 -0.16757 -0.324
C 3.53095 2.45833 0.41995 -0.977
C 2.52399 1.42027 0.08233 0.084
C 6.24994 3.82717 1.33065 -0.808
H 3.14055 3.45639 0.22106 0.378
H 3.60931 2.42785 1.50670 0.570
H 1.59502 1.75085 0.54691 -0.128
H 2.78151 0.43131 0.46148 0.115
H 2.27242 1.34471 -0.97555 0.213
H 5.29834 4.19233 1.71692 0.276
H 6.35436 4.36114 0.38616 0.309
H 7.11936 3.83958 1.98797 0.359
O -3.94812 0.94660 -3.46404 -0.601
S -3.20532 0.77097 -4.71145 1.193
O -3.03865 1.86100 -5.66836 -0.651
O -1.69635 0.17042 -4.35813 -0.008
C -0.64154 0.28154 -5.27558 -0.492
C 0.68696 -0.17282 -4.65366 -0.524
C -3.90660 -0.67456 -5.56716 -0.928
H -0.40272 1.26781 -5.67349 0.351
H -0.83602 -0.28219 -6.18799 0.370
H 0.58530 -1.12358 -4.13038 -0.200
H 1.05936 0.56463 -3.94261 0.147
H 1.40514 -0.35737 -5.45257 0.467
H -3.19402 -1.02601 -6.31336 0.312
H -4.75434 -0.20435 -6.06549 0.460
H -4.12426 -1.32386 -4.71915 0.169
O 2.66974 -5.43160 -3.42241 -0.673
S 1.99026 -5.24242 -2.15277 1.233
O 1.96814 -6.31261 -1.17626 -0.628
O 2.42561 -3.85569 -1.36188 -0.367
C 2.62261 -2.59485 -2.02969 0.607
C 3.56900 -1.75006 -1.18228 -1.316
C 0.33885 -4.76386 -2.58133 -0.838
H 1.61399 -2.21082 -2.18227 -0.331
H 3.05287 -2.66512 -3.02871 0.459
H 3.32614 -1.70826 -0.12050 0.136
H 3.64997 -0.70944 -1.49640 0.413
H 4.59257 -2.12285 -1.22031 0.395
H -0.07652 -4.41571 -1.63563 0.174
H -0.22838 -5.65440 -2.85202 0.534
H 0.21126 -3.92254 -3.26251 0.184
C 0.98973 -4.19838 1.55030 -0.305
N 1.42077 -3.17482 2.51990 1.075
O 2.02286 -2.21138 2.11758 -0.543
O 0.96782 -3.29857 3.64314 -0.655
H 1.16224 -3.79963 0.55063 -0.387
H -0.06705 -4.43598 1.67228 0.355
H 1.52667 -5.13971 1.66736 0.341
C -1.80376 3.69684 -1.30454 -0.399
N -0.38559 3.69305 -1.77411 1.004
O -0.10142 3.48360 -2.93395 -0.570
O 0.43181 3.81177 -0.86696 -0.528
H -2.02776 4.76323 -1.27746 0.330
H -1.86653 3.28811 -0.29603 0.036
H -2.40569 3.09034 -1.98126 0.120
C -0.15724 -1.43315 6.25581 -0.759
N -0.80457 -0.36364 5.47507 0.818
O -0.64595 0.81916 5.78788 -0.527
O -1.49815 -0.76984 4.52274 -0.378
H 0.36850 -0.99110 7.10215 0.326
H 0.54759 -2.03689 5.68414 0.257
H -0.95268 -2.00219 6.73703 0.298